Record 1
{
  "formula": "C7H10S2",
  "method": "ωB97M-V/def2-TZVPD",
  "symbols": ["C", "C", "C", "C", "C", "C", "C", "S", "S", "H", "H", "H", "H", "H", "H", "H", "H", "H", "H"],
  "positions_angstrom": [[-1.14964, -1.73532, -0.19169], [-1.79717, -0.52591, -0.39148], [-1.25198, 0.72637, -0.23650], [1.65402, -1.08016, -0.82972], [-3.34265, -0.45285, -0.31009], [3.08535, -1.15512, -0.42221], [0.44415, 2.44106, 0.61743], [0.47572, -2.09668, -0.00092], [0.35059, 1.00095, -0.68768], [-1.73270, -2.58172, 0.13234], [-3.59401, 0.59805, -0.36662], [-3.69319, -0.78627, -1.25760], [-3.64231, -1.05722, 0.61525], [3.24751, -0.99526, 0.67324], [3.44610, -2.20242, -0.71581], [3.52573, -0.32148, -0.89741], [0.76467, 3.15501, -0.07151], [1.26757, 2.25617, 1.23746], [-0.50745, 2.35651, 1.06812]],
  "mulliken_charge": [-0.492, 1.071, -0.719, -0.137, -1.270, -0.865, -0.825, -0.072, 0.180, 0.294, 0.346, 0.349, 0.311, 0.271, 0.318, 0.287, 0.306, 0.270, 0.376],
  "homo_energy_ha": -0.2741,
  "orbital_gap_ha": 0.2628,
  "e_tot_ha": -1068.83088,
  "lumo_ev": -0.31
}

Record 2
{
  "formula": "C4H4F4GdINO3P",
  "method": "ωB97M-V/def2-TZVPD",
  "symbols": ["O", "C", "O", "C", "N", "P", "O", "I", "C", "F", "F", "C", "F", "F", "H", "H", "H", "H", "Gd"],
  "positions_angstrom": [[1.18575, -2.81824, -0.48382], [0.47397, -2.13520, 0.27643], [-0.32201, -2.84981, 1.22962], [0.34104, -0.54090, 0.26306], [-0.69367, -0.08476, -0.74768], [-2.27496, -0.89505, -0.48624], [-3.53829, -0.04071, -1.40698], [-3.03768, -0.59958, 1.86164], [1.70275, 0.25599, -0.03015], [1.60554, 0.76122, -1.37997], [2.87530, -0.51810, 0.05564], [1.91724, 1.55330, 0.91158], [0.69575, 2.19159, 1.26639], [2.64440, 2.49634, 0.11638], [-0.03263, -0.19299, 1.30253], [-0.80222, 0.94966, -0.71718], [-3.34088, 0.94867, -1.33208], [2.52922, 1.20666, 1.82646], [-1.92862, 0.31192, -2.52562]],
  "mulliken_spin": [0.075, -0.018, 0.947, -0.001, -0.139, -0.045, -0.045, -0.085, 0.007, -0.001, 0.000, -0.004, -0.002, 0.000, -0.001, 0.040, -0.109, 0.000, 6.381],
  "homo_energy_ha": [-0.6572, -0.5848],
  "spin_multiplicity": 8,
  "orbital_gap_ha": [0.2362, 0.2205],
  "total_charge": 2,
  "e_tot_ha": -2238.39101,
  "lumo_ev": [-11.46, -9.91]
}

Record 3
{
  "formula": "C18H34O3",
  "method": "ωB97M-V/def2-TZVPD",
  "symbols": ["C", "C", "C", "C", "C", "C", "C", "C", "C", "C", "C", "C", "C", "O", "C", "C", "H", "C", "C", "C", "O", "O", "H", "H", "H", "H", "H", "H", "H", "H", "H", "H", "H", "H", "H", "H", "H", "H", "H", "H", "H", "H", "H", "H", "H", "H", "H", "H", "H", "H", "H", "H", "H", "H", "H"],
  "positions_angstrom": [[2.21960, 4.96309, -0.77087], [1.87697, 3.57332, -0.39217], [3.02946, 2.66573, -0.44290], [2.47995, 1.15402, 0.00863], [3.59970, 0.00298, -0.13971], [3.13026, -1.28020, 0.61476], [2.16174, -2.09720, -0.19569], [1.77942, -3.26605, 0.14388], [0.80101, -4.07188, -0.71812], [-0.43104, -3.44975, -0.95869], [-1.43243, -3.01128, 0.28667], [-2.66308, -2.19927, -0.16249], [-2.08049, -1.07425, -0.49842], [-2.21520, -0.31868, -1.44493], [-1.42483, -0.15497, 0.61206], [-1.67002, 1.34287, 0.73490], [-0.67522, 1.72967, 1.02768], [-2.84674, 1.86193, 1.45468], [-4.00343, 1.24563, 1.08760], [-4.54086, 0.98608, -0.17308], [-5.20375, -0.00429, -0.76633], [-4.24488, 2.02602, -0.93742], [-4.36877, 1.83940, -1.95486], [-4.12872, 0.20061, 1.78582], [-4.93241, 1.84958, 1.38765], [-2.51260, 1.92319, 2.43564], [-2.94960, 2.76990, 1.07566], [-1.66719, 1.77033, -0.48355], [-0.43024, -0.41122, 0.75738], [-1.71208, -0.54072, 1.78385], [-3.22771, -2.14075, 0.74230], [-3.13890, -2.71253, -1.04445], [-1.72061, -4.14072, 0.61767], [-0.82856, -2.90784, 1.07159], [-1.03705, -4.07150, -1.68449], [-0.23082, -2.23385, -1.37554], [1.39364, -4.31316, -1.73362], [0.64009, -5.02880, 0.13657], [1.30497, -3.03735, 1.24318], [2.56740, -3.76953, 0.56880], [1.45967, -1.43353, -0.42733], [2.62378, -2.10159, -1.06645], [3.99391, -1.82442, 0.75358], [2.65535, -1.20401, 1.56367], [4.29028, 0.63985, 0.54244], [4.09609, 0.00499, -1.02263], [2.10807, 1.14145, 1.09410], [1.75160, 0.70235, -0.58203], [3.29707, 2.60432, -1.53445], [3.54444, 2.99318, 0.28377], [0.94099, 3.27469, -1.07847], [1.35585, 3.69884, 0.57740], [2.73188, 4.97859, -1.97471], [1.40455, 5.58036, -0.72815], [3.07949, 5.27641, -0.10034]],
  "mulliken_charge": [-1.393, 0.087, -1.031, -0.513, -1.078, -1.226, -0.028, -0.701, -0.263, -0.350, -1.385, -0.348, 0.582, -0.658, -0.736, -0.299, 0.271, -1.284, 0.056, 0.287, -0.699, -0.455, 0.403, 0.144, 0.316, 0.468, 0.451, 0.147, 0.536, 0.254, 0.209, 0.346, 0.303, 0.793, 0.268, 0.190, 0.203, 0.203, 0.112, 0.511, -0.188, 0.584, 0.477, 0.568, 0.365, 0.619, 0.212, 0.352, 0.285, 0.629, 0.150, 0.252, 0.208, 0.501, 0.292],
  "homo_energy_ha": -0.3411,
  "smiles": "CCCCCCCCCCCCC(=O)CCCCC(=O)O",
  "orbital_gap_ha": 0.3641,
  "e_tot_ha": -931.49768,
  "lumo_ev": 0.62
}